Below is a structure of composition C26H29InN5S3Sb, with properties calculated with ωB97M-V/def2-TZVPD.

## Properties
- E_tot: -79096.3084 eV
- F_max: 0.003 Eh/bohr
- Energy relative to the best compared isomer or geometry (same formula, charge and spin): 45.2 kcal/mol
- LUMO energy (spin up / spin down): -3.35 / -4.87 eV
- ⟨S²⟩: 0.76
- Orbital gap (spin up / spin down): 7.222 / 5.691 eV

Geometry as ORCA input:
```
! RIJCOSX wB97M-V def2-TZVPD def2/J DEFGRID3
* xyz 1 2
Sb -3.725 -1.392 -1.705
In 1.101 0.211 0.444
S -1.770 0.355 -1.474
S -4.298 -1.889 0.355
S -1.087 -1.483 -1.791
N 0.347 -2.225 1.357
N -1.763 1.222 2.138
N 0.278 4.690 1.921
N 0.222 2.376 1.626
N -1.004 0.108 1.834
C 3.053 0.350 -2.534
C -1.811 3.594 2.289
C 0.426 -4.609 1.380
C -1.671 6.005 2.521
C -3.014 6.043 2.831
C -3.169 3.654 2.606
C 3.827 1.017 -1.580
C 5.060 0.340 -1.026
C -1.077 4.777 2.249
C 3.427 -1.035 -3.006
C -1.117 2.332 2.010
C 0.833 3.515 1.608
C -0.874 -2.276 1.899
C 1.922 0.974 -3.070
C 2.353 2.944 -1.718
C -3.766 4.867 2.873
C 0.976 -3.364 1.101
C 3.466 2.305 -1.152
C -1.549 -0.996 2.163
C 0.416 2.944 -3.361
C 4.324 2.970 -0.095
C 1.105 0.301 -4.146
C 1.581 2.271 -2.676
C -0.839 -4.660 1.940
C -1.505 -3.473 2.202
C 1.979 4.376 -1.395
H -2.500 -3.468 2.625
H -3.731 2.731 2.638
H 2.632 4.839 -0.663
H -1.303 -5.610 2.168
H 3.570 -1.060 -4.087
H 2.636 -1.752 -2.770
H 0.953 4.454 -1.027
H -1.083 6.914 2.486
H 4.342 -1.397 -2.550
H 3.960 3.946 0.206
H 5.345 3.118 -0.448
H 5.587 0.952 -0.302
H -2.524 -1.001 2.641
H 0.833 5.530 1.876
H -4.818 4.910 3.117
H 0.577 2.993 -4.440
H 4.806 -0.600 -0.531
H 2.037 4.994 -2.292
H 4.385 2.354 0.805
H 0.241 3.956 -3.013
H 1.878 3.539 1.315
H 1.335 0.736 -5.123
H -0.508 2.382 -3.211
H 5.767 0.104 -1.823
H -3.485 6.993 3.043
H 0.035 0.438 -3.989
H 1.962 -3.280 0.656
H 0.983 -5.508 1.160
H 1.296 -0.765 -4.210
*
```